1.
Computed, not measured: C32H45BF6KN7O5S2 as an isolated structure, with the ωB97M-V functional and the def2-TZVPD basis.

```
99
Properties=species:S:1:pos:R:3:forces:R:3:mulliken_charge:R:1
K 0.749935 0.103366 -0.087103 -0.602 0.849 -0.975 0.695
C -3.146434 1.465561 0.003909 -0.001 0.004 -0.003 -1.061
C -3.035505 2.277292 1.292706 -0.016 -0.006 0.001 1.206
C -3.814007 3.591700 1.180107 -0.002 -0.001 -0.006 -1.730
C -1.602103 2.543737 1.658519 -0.003 -0.017 0.004 0.260
C -0.987846 2.439517 2.920699 0.020 -0.018 -0.014 -1.015
C 0.319130 2.806783 2.690394 -0.014 -0.024 0.005 -0.602
N 0.445883 3.110573 1.384256 0.044 -0.050 -0.070 1.414
N -0.733359 2.955023 0.744058 0.028 0.058 -0.034 -0.760
B 1.722018 3.696637 0.727770 0.005 0.019 0.025 -0.296
N 2.928094 2.773453 1.046423 0.004 0.001 0.010 0.518
C 3.853998 2.947110 2.004146 0.014 0.016 -0.004 -0.599
C 4.652855 1.821382 2.044518 0.015 0.006 -0.026 -1.069
C 4.121345 0.987160 1.042891 0.035 0.049 -0.019 -0.161
N 3.089425 1.577560 0.450571 -0.022 -0.144 0.154 -0.250
C 4.558082 -0.380447 0.593435 -0.003 -0.010 0.012 3.109
C 5.004319 -0.355362 -0.868919 0.011 0.004 -0.003 -1.641
C 5.643486 -0.952082 1.496335 0.005 -0.006 0.005 -2.116
N 1.567920 3.878876 -0.786247 0.033 0.029 -0.042 -0.280
C 1.990740 4.967061 -1.456791 -0.067 0.022 -0.001 -0.380
C 1.896806 4.706823 -2.805630 0.024 -0.024 0.008 -1.338
C 1.405746 3.386988 -2.862456 -0.113 0.023 -0.033 0.222
N 1.206321 2.903845 -1.646323 0.136 -0.090 0.076 0.409
C 1.060491 2.589532 -4.088962 0.024 0.011 -0.003 0.477
C -0.428604 2.729155 -4.415451 -0.007 0.035 0.018 -1.188
C 1.456942 1.123011 -3.940965 -0.004 -0.005 -0.006 -0.958
H -4.191486 1.237118 -0.223701 0.002 0.007 -0.001 0.457
H -2.599894 0.522769 0.072232 0.001 -0.004 0.011 -0.273
H -2.725551 2.033573 -0.829209 -0.005 0.004 0.005 0.313
H -3.467444 1.694468 2.112551 -0.014 -0.022 0.007 0.041
H -3.388201 4.202116 0.380579 0.000 -0.001 0.000 0.295
H -3.760376 4.166240 2.107947 0.001 -0.002 0.000 0.395
H -4.865930 3.401995 0.947604 0.002 0.001 0.001 0.433
H -1.422507 2.087102 3.841956 0.002 -0.001 -0.001 0.433
H 1.171628 2.838169 3.350412 0.000 -0.003 -0.002 0.418
H 1.985413 4.781320 1.209885 0.000 0.003 -0.010 -0.212
H 3.874319 3.855846 2.584425 -0.004 -0.002 0.003 0.484
H 5.482132 1.627781 2.703752 0.000 -0.001 0.000 0.429
H 3.691770 -1.042348 0.668091 -0.001 0.009 -0.011 -1.127
H 5.900429 0.262188 -0.985682 0.000 0.001 0.003 0.399
H 4.223046 0.066089 -1.501799 -0.003 -0.002 0.002 0.232
H 5.230422 -1.365628 -1.219582 0.001 0.000 0.000 0.433
H 6.538315 -0.321420 1.479092 0.000 -0.001 -0.004 0.478
H 5.926662 -1.951621 1.159811 0.000 0.001 0.002 0.404
H 5.288412 -1.030706 2.524495 -0.002 0.004 -0.003 0.367
H 2.328394 5.837882 -0.919559 -0.001 0.001 -0.003 0.449
H 2.141330 5.359559 -3.628209 0.010 -0.001 0.005 0.437
H 1.634207 3.021562 -4.917615 -0.002 -0.012 -0.006 0.307
H -1.028755 2.351742 -3.585950 0.017 0.014 -0.013 0.008
H -0.691661 2.163060 -5.313309 -0.001 0.003 -0.001 0.406
H -0.693255 3.777008 -4.572835 0.001 0.000 -0.003 0.422
H 0.898405 0.657701 -3.129946 -0.026 -0.021 0.013 -0.196
H 2.520368 1.026285 -3.715367 -0.007 -0.007 0.006 0.327
H 1.237897 0.564624 -4.854463 0.000 0.002 -0.005 0.453
F 0.780710 -3.067416 4.936381 0.005 0.005 0.004 -0.228
C 0.480163 -1.872074 4.420540 -0.004 0.001 -0.012 0.246
F 0.976735 -0.933768 5.239203 -0.008 0.005 0.004 -0.208
F -0.842479 -1.740229 4.397222 -0.017 -0.017 -0.005 -0.148
S 1.233005 -1.635633 2.755627 0.058 0.054 0.152 0.743
O 0.659837 -0.401750 2.281868 0.104 -0.338 0.714 -0.463
O 2.649069 -1.654954 3.003036 -0.005 -0.016 0.021 -0.608
N 0.659937 -2.928927 2.069919 0.005 -0.065 -0.076 -0.262
S 1.038197 -3.364302 0.608080 0.182 0.008 0.036 0.767
O 0.095881 -4.300142 0.089082 -0.040 0.076 -0.004 -0.685
O 1.555370 -2.291901 -0.211912 0.112 -0.517 0.102 -0.775
C 2.533766 -4.428863 0.857713 0.006 0.003 -0.005 0.337
F 2.306098 -5.376136 1.776409 -0.001 -0.002 -0.003 -0.241
F 3.602515 -3.728712 1.241611 -0.001 -0.003 0.003 -0.162
F 2.843020 -5.044351 -0.294672 0.003 0.006 -0.006 -0.234
C -3.838995 -1.688500 2.726783 0.009 0.009 0.019 -1.595
C -2.852410 -2.453626 1.843106 -0.014 0.027 -0.022 2.475
C -2.579581 -3.843974 2.423529 0.011 0.004 -0.008 -1.537
C -3.326852 -2.559475 0.409640 -0.039 -0.034 0.019 0.158
C -4.538891 -3.167260 0.125033 0.022 -0.007 0.001 -0.421
C -4.997203 -3.336643 -1.175905 -0.004 -0.004 -0.005 -1.311
C -4.184332 -2.883501 -2.209001 0.015 0.006 -0.013 -0.880
C -2.963847 -2.268208 -1.978737 -0.080 0.004 -0.011 0.590
C -2.163070 -1.777630 -3.165357 0.000 0.034 0.020 0.385
C -0.758248 -2.378876 -3.237800 0.016 -0.012 0.011 -1.309
C -2.106659 -0.249529 -3.206533 0.027 -0.001 -0.032 -0.669
C -2.489729 -2.060428 -0.640631 0.114 0.027 -0.037 -0.021
O -1.377951 -1.457453 -0.400656 -0.022 0.061 0.028 0.564
H -3.432980 -1.546676 3.733040 -0.006 -0.002 -0.008 0.373
H -4.786508 -2.228943 2.821619 0.000 -0.001 -0.008 0.297
H -4.058178 -0.707637 2.302326 0.003 0.044 -0.010 0.250
H -1.914725 -1.895346 1.814283 0.016 -0.047 0.006 -0.815
H -3.500731 -4.436595 2.432943 -0.002 -0.003 0.008 0.377
H -2.204596 -3.783840 3.448866 0.016 0.019 0.012 0.327
H -1.842319 -4.371762 1.818435 -0.005 0.005 0.008 0.264
H -5.147612 -3.530375 0.950423 0.000 -0.002 0.001 0.266
H -5.949375 -3.813618 -1.378877 0.002 -0.002 -0.001 0.325
H -4.508957 -3.009761 -3.240328 -0.005 -0.005 0.001 0.276
H -2.704881 -2.105998 -4.062433 -0.008 -0.002 0.003 0.499
H -0.174454 -2.085958 -2.366786 0.002 0.004 0.018 -0.043
H -0.243909 -2.044332 -4.145636 0.010 0.002 0.001 0.432
H -0.803189 -3.470227 -3.245410 -0.006 -0.003 -0.012 0.373
H -1.595714 0.131517 -2.321355 0.021 -0.002 0.004 -0.331
H -3.113233 0.176683 -3.213920 0.000 -0.003 -0.014 0.314
H -1.576471 0.098431 -4.098286 -0.004 -0.020 0.021 0.429
```
Positions in Å, forces in eV/Å.

ΔE to the lowest compared entry with this formula, charge and spin: 7.8 kcal per mole
HOMO energy: -0.0551 Eh
Charge: -2
Orbital gap: 5.5419 eV
Multiplicity: 1
LUMO level: 4.04 eV

2.
Computed, not measured: C32H45Cl2N2PPb as an isolated structure, with the ωB97M-V functional and the def2-TZVPD basis.

```
83
Properties=species:S:1:pos:R:3:forces:R:3:mulliken_charge:R:1
P 1.071149 1.164600 -0.950234 -1.993 -2.454 2.343 -0.156
C 0.667911 2.717503 -0.049141 0.711 0.105 -0.518 0.140
C 1.501475 3.905468 -0.528071 -0.291 0.570 0.401 -0.480
C 1.248675 5.107716 0.394382 0.133 -0.095 -0.011 -0.913
C -0.237619 5.461494 0.518804 0.000 -0.034 -0.209 -0.765
C -1.105867 4.247333 0.876581 0.147 -0.114 0.102 -0.710
C -0.831905 3.049949 -0.040774 0.259 0.236 -0.126 0.190
C 0.256789 0.945189 -2.564621 0.461 0.691 -0.114 0.069
C 0.663455 1.999091 -3.591393 -0.581 -0.348 -0.730 -0.746
C 0.092392 1.598138 -4.962953 0.183 0.038 0.048 -0.870
C -1.417867 1.334591 -4.944076 -0.066 0.158 0.131 -0.726
C -1.857020 0.400873 -3.805905 0.102 -0.090 0.157 -0.742
C -1.276413 0.820024 -2.446102 0.255 0.101 -0.370 -0.299
C 2.858436 0.832753 -1.026369 0.417 1.051 -0.679 0.719
C 3.455228 0.968032 0.395350 -0.120 -0.138 0.172 -0.322
C 4.903684 0.465487 0.491773 -0.079 0.116 -0.332 -1.033
C 5.096053 -0.919289 -0.133780 -0.227 0.105 0.047 -0.685
C 4.548239 -1.001696 -1.558886 0.003 0.309 0.039 -0.937
C 3.084382 -0.557908 -1.658371 -0.006 -0.019 0.172 -0.860
H 0.940527 2.465205 0.996412 0.028 0.095 -0.394 0.530
H 1.221019 4.146300 -1.563746 0.019 0.032 0.147 0.139
H 2.576720 3.672345 -0.537531 -0.290 -0.034 0.014 0.332
H 1.826240 5.966773 0.039981 -0.095 0.065 0.124 0.387
H 1.628798 4.845697 1.393078 0.004 0.082 -0.129 0.351
H -0.364623 6.247605 1.269147 -0.028 -0.048 -0.032 0.401
H -0.592568 5.885022 -0.430255 0.051 -0.072 0.018 0.330
H -0.898230 3.948202 1.913930 -0.035 0.043 -0.103 0.389
H -2.166812 4.514899 0.819429 0.081 0.020 0.074 0.380
H -1.412505 2.171206 0.271621 0.161 0.154 -0.118 -0.807
H -1.152371 3.310781 -1.058914 0.047 -0.008 0.157 0.203
H 0.610350 -0.049744 -2.890244 0.050 0.277 0.064 0.540
H 0.601164 0.674914 -5.275371 -0.015 0.118 -0.001 0.358
H 1.753817 2.100339 -3.665325 -0.149 -0.064 0.096 0.278
H 0.268484 2.976298 -3.280567 0.009 -0.097 -0.062 0.229
H 0.340820 2.366774 -5.699415 -0.096 -0.075 -0.121 0.392
H -1.720731 0.914438 -5.910320 -0.016 0.055 0.118 0.387
H -1.954080 2.286806 -4.840516 0.077 -0.014 0.020 0.316
H -2.952592 0.373538 -3.739670 0.139 -0.037 -0.105 0.364
H -1.519691 -0.620972 -4.023772 -0.043 0.059 -0.002 0.406
H -1.519994 0.100755 -1.655820 0.038 0.040 -0.123 -0.230
H -1.713625 1.781117 -2.158469 0.041 -0.105 -0.053 0.227
H 3.282138 1.614425 -1.693359 0.484 -0.430 0.260 0.477
H 3.436971 2.021702 0.719531 -0.089 -0.267 -0.145 0.247
H 2.820625 0.423317 1.118047 0.174 0.071 -0.382 -0.170
H 5.555897 1.192494 -0.008343 0.041 -0.096 -0.050 0.389
H 5.213913 0.442509 1.540032 -0.050 0.026 -0.029 0.389
H 4.559502 -1.647988 0.482150 0.062 -0.070 0.029 0.328
H 6.158325 -1.184126 -0.125708 -0.098 -0.054 0.044 0.363
H 4.660524 -2.018516 -1.941864 -0.053 -0.003 -0.012 0.390
H 5.139950 -0.353387 -2.215118 0.090 0.000 0.030 0.388
H 2.810184 -0.530907 -2.719639 -0.060 0.028 0.120 0.272
H 2.417444 -1.292997 -1.177784 0.181 0.212 0.011 0.172
Pb -1.219249 -1.415615 2.429740 1.145 0.710 -0.160 0.876
Cl -0.076303 -2.296270 0.276507 -0.600 -0.113 0.517 -0.488
Cl 1.033407 -0.174216 3.006607 -0.454 -0.144 0.083 -0.570
C -2.641234 0.068257 1.316742 0.933 0.822 -1.536 -1.240
H -2.554478 1.107221 1.673211 -0.638 -0.372 0.550 0.429
C -3.844441 -0.318732 0.692714 -1.840 -0.439 -0.395 0.987
C -3.842475 -1.409808 -0.254957 0.090 0.380 0.783 0.120
C -5.031365 -1.896095 -0.783105 -0.298 0.087 -0.049 -0.885
C -6.267226 -1.342684 -0.400443 0.637 0.380 0.452 -0.234
C -6.298321 -0.262244 0.501706 -0.182 -0.041 0.014 -0.569
C -5.123151 0.268442 1.018188 0.837 -0.480 -0.382 -0.423
H -2.875767 -1.853525 -0.529280 -0.361 0.186 0.153 0.308
H -5.018583 -2.735918 -1.481259 0.064 0.307 0.177 0.427
H -7.258982 0.154806 0.823455 0.370 -0.154 -0.237 0.366
H -5.132890 1.110827 1.713323 -0.085 -0.276 -0.187 0.411
H -7.205136 -1.747959 -0.780975 0.296 0.079 0.045 0.395
N -1.753616 -5.896161 3.635683 -0.085 -0.671 0.285 -0.073
C -2.174993 -4.765529 3.024636 1.916 0.833 0.952 -0.447
N -1.263149 -3.804712 3.198543 -0.945 -0.912 -0.555 -0.179
C -0.181330 -4.342145 3.901126 -0.793 -0.852 -0.284 0.478
C 1.087323 -3.842172 4.195854 0.264 0.144 0.064 -0.328
C 2.019783 -4.723328 4.756462 -0.445 0.458 -0.109 -0.722
C 1.682212 -6.053662 5.073502 -0.718 0.022 -0.195 -0.378
C 0.398208 -6.544501 4.796652 0.576 -0.088 0.344 -0.871
C -0.496317 -5.672923 4.199438 -0.211 0.041 -0.483 0.605
H -2.269375 -6.763006 3.677772 0.140 0.149 -0.038 0.201
H -3.119120 -4.722910 2.479934 0.432 0.257 0.239 0.433
H 1.308818 -2.796390 3.959547 0.209 -0.393 0.082 0.253
H 3.031078 -4.366172 4.957052 -0.330 -0.093 -0.027 0.387
H 2.434604 -6.689038 5.534999 -0.228 0.037 -0.119 0.369
H 0.075297 -7.558012 5.018806 0.337 0.045 0.025 0.340
```
Positions in Å, forces in eV/Å.

HOMO energy (spin up / spin down): -0.2200 / -0.2202 Eh
Orbital gap (spin up / spin down): 3.9552 / 4.0642 eV
Multiplicity: 1
LUMO level (spin up / spin down): -2.03 / -1.93 eV

Number 1: electronic energy -109566.404 eV. Number 2: electronic energy -76475.558 eV.